A structure of composition C48H60F6N5O4P2RbSe2 at a distorted geometry, computed with ωB97M-V/def2-TZVPD.

- E_tot (eV) = -232628.1520
- 2S+1 = 2
- charge = -1
- HOMO energy (spin up / spin down) (eV) = -3.9 / -4.6
- strongest force on any atom (eV Å⁻¹) = 2.1
- ΔE to the lowest compared entry with this formula, charge and spin (kcal/mol) = 0.0
- gap between HOMO and LUMO (spin up / spin down) (eV) = 5.379 / 5.305

Each line ends with the Mulliken spin population.
Positions of all 128 atoms, in Å:
Rb -0.345 -1.346 0.393  0.004
C 4.148 2.661 -2.867  0.011
C 2.890 2.155 -3.577  -0.005
C 1.705 2.079 -2.678  0.082
C 0.612 2.875 -2.652  0.034
C 0.290 4.018 -3.512  -0.001
C 0.630 5.372 -2.879  -0.002
C -0.221 2.464 -1.515  0.129
N 0.378 1.318 -0.916  -0.042
C 1.472 1.062 -1.585  0.109
C 2.379 -0.186 -1.400  0.054
C 2.901 -0.430 -0.023  0.120
C 4.081 -1.192 0.296  0.028
C 4.988 -1.874 -0.676  -0.004
C 4.435 -3.259 -1.013  0.005
C 4.084 -1.356 1.653  0.062
C 2.845 -0.719 2.078  0.011
C 2.220 -0.860 3.304  -0.008
C 0.961 -0.347 3.738  0.153
N 0.071 0.406 3.026  0.062
C -0.937 0.646 3.867  -0.148
C -1.857 1.698 3.636  0.197
C -2.032 2.505 2.515  -0.093
N -1.690 2.107 1.227  -0.029
C -1.688 3.246 0.357  0.187
C -1.140 3.303 -0.945  -0.087
C -2.194 4.312 1.128  -0.061
C -2.380 3.876 2.452  0.144
C -2.851 4.620 3.668  0.014
C -4.360 4.354 3.900  0.010
C -2.214 5.748 0.636  0.002
C -1.113 6.589 1.226  -0.006
C -0.778 0.072 5.184  0.078
C 0.459 -0.565 5.112  -0.092
C 1.116 -1.282 6.214  0.000
C 0.890 -2.807 6.152  -0.005
C -1.711 0.149 6.402  -0.001
C -1.451 1.486 7.107  0.003
N 2.195 -0.171 1.017  0.006
C 4.963 -2.282 2.444  -0.001
C 5.892 -1.600 3.390  0.004
H 4.932 2.803 -3.604  -0.001
H 4.467 1.860 -2.205  -0.003
H 4.046 3.611 -2.354  0.001
H 3.089 1.166 -3.959  0.003
H 2.653 2.778 -4.424  -0.001
H -0.768 3.954 -3.733  0.001
H 0.804 3.958 -4.460  0.001
H 0.119 5.474 -1.910  0.003
H 0.328 6.197 -3.519  0.000
H 1.712 5.484 -2.653  0.000
H 3.152 -0.157 -2.146  -0.007
H 5.919 -2.024 -0.103  0.001
H 5.187 -1.306 -1.584  0.000
H 4.000 -3.748 -0.154  0.000
H 5.178 -3.962 -1.451  -0.001
H 3.668 -3.213 -1.830  -0.001
H 2.693 -1.401 4.114  0.002
H -2.529 1.881 4.481  0.054
H -1.345 4.189 -1.530  -0.017
H -2.719 5.723 3.545  -0.002
H -2.169 4.319 4.481  -0.001
H -4.956 5.051 3.312  -0.002
H -4.647 4.593 4.949  0.001
H -4.691 3.368 3.652  0.001
H -3.227 6.199 0.785  -0.002
H -2.106 5.766 -0.460  -0.004
H -1.138 6.522 2.323  0.002
H -1.187 7.601 0.841  0.000
H -0.168 6.180 0.845  0.001
H 0.638 -0.966 7.161  0.000
H 2.203 -1.125 6.311  -0.004
H -0.216 -2.990 6.148  0.002
H 1.337 -3.297 7.041  0.000
H 1.378 -3.268 5.299  -0.001
H -1.457 -0.743 7.022  0.001
H -2.745 0.054 6.123  0.003
H -0.410 1.680 7.235  -0.001
H -1.999 1.514 8.018  0.000
H -1.800 2.339 6.486  -0.001
H 5.558 -2.882 1.771  0.000
H 4.346 -3.007 2.983  0.004
H 6.430 -0.744 2.967  -0.001
H 6.644 -2.311 3.841  0.000
H 5.313 -1.126 4.178  -0.001
Se 0.029 -1.094 -4.507  0.000
P -1.803 -2.135 -3.991  -0.001
Se -2.024 -3.263 -2.124  0.000
C -2.980 -0.713 -4.125  -0.004
C -3.222 0.082 -2.976  0.005
C -3.877 1.288 -3.123  -0.002
C -4.321 1.673 -4.376  0.002
C -4.103 0.878 -5.482  0.000
C -3.421 -0.302 -5.386  0.000
C -2.282 -3.182 -5.426  0.000
C -1.482 -3.194 -6.576  0.000
C -1.891 -3.905 -7.673  0.000
C -3.097 -4.602 -7.655  0.000
C -3.899 -4.617 -6.557  0.000
C -3.499 -3.837 -5.478  0.000
H -2.946 -0.303 -1.985  -0.001
H -4.160 1.912 -2.261  0.000
H -4.853 2.615 -4.561  0.000
H -4.437 1.214 -6.456  0.000
H -3.209 -0.816 -6.291  0.000
H -0.535 -2.629 -6.588  0.000
H -1.332 -3.852 -8.611  0.000
H -3.402 -5.142 -8.523  0.000
H -4.836 -5.153 -6.525  0.000
H -4.136 -3.740 -4.634  0.000
O 1.523 -1.316 -1.710  0.011
H 1.107 -1.232 -2.618  -0.002
H 1.412 -2.869 -1.746  0.003
O -1.650 -3.368 1.928  0.000
H -1.744 -4.057 1.257  0.000
H -1.215 -3.810 2.669  0.000
O 1.099 -3.863 -1.887  0.001
H 1.448 -4.526 -1.225  0.000
H 0.089 -3.848 -1.976  0.000
F 1.978 -5.512 -0.070  0.000
P 0.753 -6.369 0.763  0.000
F 0.758 -7.364 -0.493  0.000
F -0.391 -7.142 1.565  0.000
F 1.916 -7.143 1.572  0.000
F -0.373 -5.480 0.004  0.000
F 0.817 -5.274 2.009  0.000
O -2.707 0.186 1.478  0.023
N -2.260 0.969 0.651  0.009